56
Properties=species:S:1:pos:R:3 method="wB97M-V/def2-TZVPD" total_energy_ha=-1734.13158 de_lowest_ev=0.000 max_force_ev_per_a=0.16 lumo_ev=-0.52
Au -0.16 0.11 -0.04
C -0.18 4.41 -0.21
C -0.27 3.06 -0.60
N -0.29 2.10 0.29
C -0.21 2.36 1.63
C -0.10 3.68 2.09
C -0.09 4.71 1.12
C 0.03 3.92 3.48
C 0.05 2.86 4.33
C -0.08 1.53 3.87
C -0.24 1.25 2.53
N -0.41 0.03 1.92
C -0.48 -1.24 2.43
C -0.75 -1.64 3.73
C -0.77 -3.01 4.07
C -0.52 -3.99 3.16
C -0.26 -3.63 1.82
C 0.05 -4.56 0.80
C 0.33 -4.13 -0.46
C 0.27 -2.76 -0.75
N -0.07 -1.89 0.17
C -0.28 -2.27 1.47
H -0.16 5.17 -0.97
H -0.31 2.78 -1.63
H 0.00 5.74 1.45
H 0.13 4.94 3.83
H 0.18 3.02 5.39
H -0.01 0.74 4.61
H -0.97 -0.92 4.50
H -0.99 -3.27 5.10
H -0.51 -5.04 3.45
H 0.08 -5.62 1.05
H 0.61 -4.82 -1.25
H 0.52 -2.37 -1.73
C 4.40 0.30 -0.35
C 2.91 0.01 -0.23
O 2.43 -0.88 -0.98
O 2.25 0.69 0.60
H 4.95 -0.58 -0.67
H 4.80 0.68 0.59
H 4.53 1.07 -1.11
O -1.88 -1.32 -2.40
C -0.98 -0.64 -2.83
N -0.14 0.16 -2.07
C 0.80 0.80 -2.88
O 1.60 1.63 -2.52
C 0.57 0.31 -4.28
C 1.23 0.61 -5.45
C 0.76 0.01 -6.61
C -0.34 -0.85 -6.59
C -1.00 -1.13 -5.40
C -0.52 -0.53 -4.25
H 2.09 1.27 -5.45
H 1.26 0.20 -7.56
H -0.68 -1.29 -7.51
H -1.86 -1.79 -5.37



58
Properties=species:S:1:pos:R:3 method="wB97M-V/def2-TZVPD" total_energy_ha=-3191.61180 de_lowest_ev=0.000 s_squared=6.101 max_force_ev_per_a=6.43 multiplicity=5 lumo_ev="0.13 / -3.95"
O 5.82 1.05 1.30
C 5.12 1.84 0.82
Fe 4.07 3.25 0.62
C 5.36 4.44 0.67
O 6.41 4.86 0.96
C 3.71 3.37 2.32
O 3.86 3.42 3.48
C 0.82 1.20 0.76
C 0.46 2.52 1.34
C 0.77 3.79 0.51
C 2.21 4.03 0.08
C 2.75 3.19 -0.95
C 2.84 1.79 -0.70
C 1.86 0.94 -0.08
H 0.37 0.37 1.31
H -0.63 2.51 1.55
H 0.94 2.63 2.33
H 0.11 3.77 -0.37
H 0.46 4.66 1.11
H 2.42 5.12 0.04
H 3.07 3.61 -1.92
H 3.59 1.23 -1.28
H 2.01 -0.12 -0.32
F 0.18 -4.04 -0.35
C -0.12 -3.49 0.87
C 0.18 -4.26 1.99
C -0.17 -3.79 3.26
C -0.78 -2.54 3.39
C -0.99 -1.79 2.24
F -1.49 -0.52 2.41
C -0.74 -2.24 0.94
B -1.14 -1.34 -0.32
C -0.91 -1.93 -1.80
C 0.31 -1.90 -2.47
F 1.44 -1.56 -1.76
C 0.50 -2.30 -3.78
C -0.57 -2.86 -4.48
C -1.81 -2.96 -3.86
C -1.94 -2.54 -2.54
F -3.11 -2.86 -1.91
C -2.61 -0.68 -0.20
C -2.89 0.50 -0.87
F -1.93 1.04 -1.69
C -4.12 1.16 -0.79
C -5.13 0.60 -0.02
C -4.92 -0.62 0.62
C -3.69 -1.24 0.49
F -3.58 -2.50 1.00
H -0.33 -0.36 -0.18
H 0.67 -5.23 1.86
H 0.02 -4.39 4.15
H -1.08 -2.13 4.35
H 1.49 -2.21 -4.22
H -0.43 -3.21 -5.50
H -2.68 -3.39 -4.37
H -4.25 2.10 -1.33
H -6.10 1.11 0.08
H -5.70 -1.10 1.21



70
Properties=species:S:1:pos:R:3 method="wB97M-V/def2-TZVPD" total_energy_ha=-12559.39234 de_lowest_ev=0.000 max_force_ev_per_a=2.13 lumo_ev=-2.38
Tc 1.80 0.15 0.35
C -2.38 -4.98 -1.14
C -1.80 -3.67 -0.69
C -2.25 -2.46 -1.20
C -1.70 -1.27 -0.77
C -0.69 -1.24 0.19
N -0.15 0.00 0.63
C -1.01 1.07 0.91
C -2.40 0.88 0.94
C -3.28 1.93 1.07
C -2.83 3.24 1.20
C -3.78 4.40 1.32
C -1.46 3.41 1.31
C -0.54 2.37 1.22
C 0.86 2.62 1.75
O 1.84 1.70 1.47
C 1.45 4.01 1.32
F 1.13 4.31 0.05
F 1.01 5.02 2.08
F 2.77 4.02 1.39
C 0.80 2.58 3.32
F 1.97 2.92 3.85
F -0.14 3.37 3.84
F 0.53 1.33 3.69
C -0.17 -2.45 0.66
C -0.76 -3.64 0.23
C 1.01 -2.43 1.65
O 1.87 -1.36 1.55
C 0.46 -2.42 3.11
F -0.09 -3.60 3.43
F 1.39 -2.15 4.01
F -0.49 -1.49 3.23
C 2.01 -3.61 1.45
F 2.96 -3.56 2.37
F 2.58 -3.46 0.25
F 1.48 -4.84 1.50
H -3.31 -4.84 -1.69
H -1.69 -5.52 -1.78
H -2.59 -5.63 -0.28
H -3.03 -2.44 -1.95
H -2.06 -0.34 -1.18
H -2.79 -0.12 0.86
H -4.35 1.72 1.09
H -4.69 4.22 0.75
H -4.07 4.56 2.36
H -3.33 5.32 0.96
H -1.10 4.41 1.53
H -0.42 -4.57 0.62
C -0.02 2.68 -2.64
C 0.59 1.41 -2.12
O 1.32 1.52 -1.11
C 0.35 0.15 -2.77
C -0.47 0.08 -3.92
C -0.67 -1.11 -4.57
C -0.04 -2.27 -4.08
C 0.76 -2.24 -2.97
C 0.95 -1.03 -2.28
O 1.68 -1.06 -1.20
H 0.34 3.51 -2.05
H -1.10 2.61 -2.54
H 0.22 2.83 -3.69
H -0.93 0.97 -4.30
H -1.30 -1.16 -5.45
H -0.19 -3.21 -4.60
H 1.24 -3.12 -2.58
Se 8.07 -1.03 -0.34
Sb 6.94 0.75 0.63
Se 4.21 0.15 1.64
Se 4.12 0.13 -0.64
Se 5.39 1.98 -1.26